The following is a DFT calculation (the ωB97M-V functional and the def2-TZVPD basis) of C23H28N4O9ReS2 as an isolated structure.

Calculated values
**Energy above the lowest of the compared OMol25 structures with the same formula, charge and spin**: 0.0000 eV
**HOMO level (alpha / beta)**: -14.30 / -14.20 eV
**Orbital gap (alpha / beta)**: 8.17 / 7.04 eV

The geometry in ORCA input format:
```
! RIJCOSX wB97M-V def2-TZVPD def2/J DEFGRID3
* xyz 2 4
Re -0.0168 -1.4095 1.1097
N -1.4727 0.0892 0.7543
H 0.7885 -2.0341 4.9037
H -0.1370 1.5740 1.3138
C -0.4338 -1.8505 -1.9025
O -3.4576 7.4345 -1.5392
H 2.3971 -1.4378 3.0115
C 6.8777 -0.6635 -3.4347
C -5.5145 3.1651 -0.4389
H -1.6646 3.4465 0.8212
H -1.9653 -3.2648 -2.3075
C -3.2628 2.1575 0.1843
H 4.6072 -2.0312 -4.0569
H -2.9957 -1.2095 0.2156
H -6.0158 2.2094 -0.4737
C -1.1609 -3.1514 -1.5812
H 6.1502 0.9152 -1.3603
C 1.4867 -4.2121 1.5153
O 1.6498 -0.0616 0.6230
H 1.3424 -2.4078 -0.9518
H -7.2778 4.3075 -0.9716
O -2.7322 -4.1581 -0.1310
H 0.7349 -4.6450 2.1733
C 1.8886 -2.3997 3.0822
H -0.6837 -0.3180 5.0184
C -3.6229 0.8269 0.0152
N 0.6610 -1.6468 -0.9049
H -4.6030 0.5390 -0.3375
H -1.1981 0.5029 3.5319
H 7.6541 -0.8528 -2.6928
C 3.0524 -0.3790 -1.5712
H 2.4680 -4.6422 1.7014
S 1.5061 -0.1483 -0.8629
N -5.6412 5.5293 -0.6733
H 2.3941 -1.8461 -3.0335
C 3.2140 -1.2581 -2.6396
C -4.1746 3.2932 -0.1275
H 1.1913 -4.3801 0.4828
O -2.1840 6.9654 0.5192
H 2.5731 -3.1267 3.5191
C -1.8166 -3.4023 -0.2178
C 5.3273 0.3060 -1.7123
C -1.1345 1.3827 0.9413
C 4.0985 0.4157 -1.0962
N -3.5968 4.5040 -0.0835
H 3.9547 1.1000 -0.2703
S -3.4261 7.3088 -0.0894
O -0.2316 -1.2774 3.2391
C 0.6051 -2.2927 3.8619
O 1.5756 -2.7765 1.7077
C 4.4620 -1.3511 -3.2279
C -0.3965 -0.0549 4.0035
H 6.9124 -1.4520 -4.1826
H -0.0149 -1.8970 -2.9076
H -1.0848 -0.9814 -1.8517
H -0.4970 -4.0054 -1.7553
O -1.3115 -2.8181 0.9065
H 0.0289 -3.2169 3.8252
C -6.2271 4.3318 -0.7120
C -4.3931 5.4803 -0.3437
C -1.9865 2.4254 0.6671
H 0.5324 0.5162 4.0022
C 5.5311 -0.5742 -2.7802
H 7.1207 0.2820 -3.9228
O 0.6939 0.8286 -1.4955
C -2.7165 -0.1699 0.3056
O -4.4314 7.9678 0.6852
*
```

The following is a DFT calculation (the ωB97M-V functional and the def2-TZVPD basis) of C18H14Br2CoN3OS2 as an isolated structure in a non-equilibrium geometry.

Calculated values
**HOMO level (alpha / beta)**: -10.55 / -10.56 eV
**Orbital gap (alpha / beta)**: 6.69 / 6.46 eV

The geometry in ORCA input format:
```
! RIJCOSX wB97M-V def2-TZVPD def2/J DEFGRID3
* xyz 1 4
H -2.0077 -4.2322 -1.5782
C -3.0340 -1.8968 2.7787
N 2.0572 -1.3687 1.1418
H -3.8765 4.6188 -1.7735
C 0.5968 3.5287 2.4708
C -1.2695 -3.4730 -1.7904
H 0.0444 3.4341 -0.5408
S -0.5019 2.1788 2.0051
H -1.4488 4.4866 -2.2034
C -3.7640 3.6347 0.1254
C -1.8703 -1.2441 2.4265
Co 0.5112 -0.6193 0.5851
C 0.4494 -2.5768 -3.1993
C 2.8042 -1.9259 1.8794
H 0.9469 4.0526 1.5857
H -1.3930 -0.5567 3.1120
Br -5.1761 -3.6954 2.2596
C -1.0332 -2.4417 -0.8978
C -1.7886 -2.2867 0.3683
C 0.6403 -1.5962 -2.2489
C -0.5215 -3.5366 -2.9555
H 0.0388 4.1986 3.1241
C -3.5870 -2.7734 1.8572
C -1.5642 3.0107 0.8243
H 1.3989 -0.8369 -2.3864
H -4.8308 3.6775 0.2964
H -3.3999 -3.6443 -0.0873
O 0.3800 1.2799 1.1523
Br -0.8190 -4.9225 -4.1863
N -1.2606 -1.4249 1.2556
C -1.0187 3.5117 -0.3492
H -3.4887 -1.7307 3.7441
C -3.2268 4.1551 -1.0428
S 3.8070 -2.6648 2.8494
C -2.9629 -2.9728 0.6365
N -0.0735 -1.5218 -1.1229
H 1.0491 -2.6012 -4.0970
H -3.3324 2.6434 1.9862
C -2.9283 3.0527 1.0677
H 1.4335 3.0878 3.0097
C -1.8593 4.0898 -1.2849
*
```

The following is a DFT calculation (the ωB97M-V functional and the def2-TZVPD basis) of C3H7NO2 in the gas phase.

Calculated values
**Energy above the lowest of the compared OMol25 structures with the same formula, charge and spin**: 3.0527 eV
**HOMO level**: -8.86 eV
**Orbital gap**: 9.79 eV

The geometry in ORCA input format:
```
! RIJCOSX wB97M-V def2-TZVPD def2/J DEFGRID3
* xyz 0 1
C 0.0411 1.3525 0.0412
H -1.9446 -1.5837 -0.4153
C -0.4788 -0.4073 -1.2824
O 0.5893 -0.4336 1.6281
N -1.1417 -1.5339 -1.0403
H -0.8209 -2.3700 -1.4965
H 0.4776 1.9556 -0.7636
H 1.7091 -0.0264 -0.0721
C 1.1227 0.4901 0.7016
O -1.0136 0.5315 -0.4704
H -0.4436 1.9836 0.7864
H 0.1054 -1.0991 1.1200
H 1.7980 1.1407 1.2633
*
```

The following is a DFT calculation (the ωB97M-V functional and the def2-TZVPD basis) of C52H42CsF11N3O4SSbSe as an isolated structure in a non-equilibrium geometry.

Calculated values
**Energy above the lowest of the compared OMol25 structures with the same formula, charge and spin**: 0.6895 eV
**HOMO level**: -2.64 eV
**Orbital gap**: 5.99 eV

The geometry in ORCA input format:
```
! RIJCOSX wB97M-V def2-TZVPD def2/J DEFGRID3
* xyz -2 1
C -3.9714 -3.4735 0.7663
O 1.9352 -2.5040 -0.7784
H -1.3419 -0.5035 -4.9743
H -1.6762 5.2693 2.9379
C 2.5615 -0.2508 2.9739
N 2.6989 0.3234 1.7429
H 5.8188 -0.2736 3.9488
C -0.5965 -3.1031 -3.1444
H 3.4115 -0.5154 -2.9266
C -1.5759 1.3080 4.4311
H -1.7721 2.0439 -3.3642
C 2.6467 -0.7095 -2.1758
C 3.6727 -0.4807 3.8054
H -1.8656 2.9795 5.7347
C 1.1163 -1.2119 4.6484
C -0.7432 3.7423 1.7463
C 7.2884 3.6907 -3.1817
C 0.5833 6.6139 3.8057
H -3.7799 -2.6692 -4.1888
O -1.3632 -2.2509 3.0535
C -4.8051 -0.0592 -2.6486
C -2.7386 -2.9716 -4.1906
H -0.8491 1.8171 3.8096
C -6.0552 0.2959 -3.1418
H -1.9364 -4.9006 -1.5124
H 4.2867 -2.9087 -2.7644
H -5.5288 -3.1077 -1.3902
H 0.8553 0.7349 -4.1909
C -2.8228 -0.6697 4.9626
H 0.0721 -2.9000 -2.3138
C -0.0780 -3.7656 -4.2503
F -0.4253 -4.6466 -6.4121
H -4.0999 -0.5410 6.6753
C -1.8154 0.4710 -4.8224
C 1.5360 3.7224 1.6132
C -2.6048 -4.7923 -0.6649
F 6.5012 1.3418 -6.4195
C 6.7639 2.1250 -5.3597
C 5.0723 0.4611 2.0903
H 6.0250 0.7588 1.6727
F 5.5614 0.6612 -4.0424
H 1.6499 -0.6526 -2.6165
H -1.6863 1.0655 -5.7336
H 2.0868 -1.9018 6.4385
F -4.1153 -6.9228 1.8467
H -6.2242 1.2420 -3.6384
H -4.6691 1.6787 7.7238
C 4.9497 -0.1012 3.3227
C -2.1438 1.9532 5.5186
F -8.3272 -0.2672 -3.4464
S -1.2244 -0.8459 2.7237
C 0.2313 1.5953 -3.9359
H 2.4203 3.2367 1.2183
H -2.5142 -6.9044 -0.1877
C 1.6446 4.8361 2.4299
C -2.2426 -3.6230 -5.3160
C 3.4985 -1.0822 5.0802
C -6.9269 -1.8140 -2.3497
H 0.6984 2.1172 -3.0974
H -2.8848 0.2936 -4.6900
H -3.0693 -1.7000 4.7456
H 3.9686 1.1006 0.3447
C 2.8087 -2.0414 -1.4889
C 4.1048 -2.7726 -1.6960
H 0.2131 2.2743 -4.7946
H 4.0826 -3.7272 -1.1766
C 2.2419 -1.4342 5.4726
O -2.0109 -0.3607 1.5958
C -3.6410 1.9976 7.5446
C -3.1166 -3.5394 -0.3349
Cs -0.0350 0.2221 -0.1522
H 4.9238 -2.1486 -1.3273
C 6.2843 1.7933 -4.1036
H -4.9805 -4.5362 2.3618
C 7.5211 3.2688 -5.5298
F 1.2071 7.6344 3.1859
H -7.7707 -2.4836 -2.2447
H 0.1532 -1.5439 5.0098
C -4.3264 -4.5969 1.5018
C -7.0929 -0.5979 -2.9764
C -0.7443 4.8584 2.5766
F 7.5993 4.5189 -2.1703
H -3.0693 1.7793 8.4497
H -4.3669 -2.5142 1.0880
N 0.3649 3.1851 1.2785
O -1.1813 0.2708 -2.4992
C -3.0576 1.3041 6.3435
H 4.3623 -1.2582 5.7102
C -1.9308 -2.7006 -3.0937
C 1.2349 -0.6291 3.4054
H 2.6190 5.2372 2.6738
C -1.9197 -0.0043 4.1461
H -3.6444 3.0800 7.4117
C -0.9197 -4.0062 -5.3167
C 6.5201 2.5496 -2.9602
C 3.8920 0.6545 1.3319
F 7.9949 3.6086 -6.7425
C -3.7878 -5.8104 1.1294
H 0.9567 -4.0796 -4.2933
H -1.6775 3.2700 1.4620
C -4.5820 -1.2828 -2.0136
H 2.7461 0.0789 -1.4274
C -3.3893 -0.0139 6.0471
C -2.9252 -5.9348 0.0633
N 0.2131 -0.3144 2.5296
F 1.2931 6.3510 4.9190
H -3.9876 0.6446 -2.7653
C -5.6633 -2.1470 -1.8730
C 0.4780 5.4065 2.9161
F -0.6166 7.0713 4.2032
C 7.7805 4.0561 -4.4226
H -2.8634 -3.8286 -6.1782
Sb -2.5630 -1.6355 -1.3434
F 8.5121 5.1768 -4.5645
C -1.1842 1.1216 -3.5825
Se 5.8583 2.0734 -1.2273
*
```